Entry 1:
{
  "formula": "C24H15N6O3RhS",
  "method": "ωB97M-V/def2-TZVPD",
  "elements": ["Rh", "O", "C", "N", "C", "O", "C", "C", "C", "C", "C", "N", "C", "C", "C", "C", "C", "N", "H", "H", "H", "H", "H", "H", "H", "H", "N", "C", "N", "C", "N", "C", "C", "O", "S", "C", "C", "C", "C", "C", "C", "C", "C", "H", "H", "H", "H", "H", "H", "H"],
  "xyz": [[-0.54408, 2.00735, -0.31937], [0.82251, 5.76808, -1.15432], [0.51611, 4.61236, -1.05118], [-0.39956, 4.01082, -0.21026], [-1.18086, 4.63491, 0.74568], [-1.25095, 5.79609, 1.03932], [-2.03492, 3.59667, 1.50361], [-2.94235, 4.00165, 2.45021], [-3.70215, 3.03641, 3.10355], [-3.51741, 1.70397, 2.79163], [-2.58015, 1.36101, 1.82980], [-1.86101, 2.29498, 1.20894], [1.21355, 3.55417, -1.93649], [2.14837, 3.93716, -2.86569], [2.75557, 2.95605, -3.64371], [2.40425, 1.63270, -3.45946], [1.45529, 1.31478, -2.50081], [0.88555, 2.26213, -1.75941], [-3.03741, 5.06055, 2.64676], [-4.43509, 3.32794, 3.84446], [-4.09224, 0.92620, 3.27402], [-2.38560, 0.33935, 1.53259], [2.37501, 4.99048, -2.95936], [3.49456, 3.22771, -4.38631], [2.85040, 0.84375, -4.04786], [1.13422, 0.30266, -2.29854], [-1.96090, 1.62611, -1.59246], [-3.12695, 1.51474, -1.37080], [-4.33941, 1.49975, -1.13968], [-5.33614, 0.64142, -1.16894], [-6.26174, -0.04957, -1.15399], [4.12260, -5.70008, 0.72942], [3.27151, -6.93840, 0.86915], [3.72341, -8.04701, 0.78471], [1.53096, -6.80288, 1.32865], [1.10951, -5.11770, 0.97654], [0.90197, -4.21937, 2.01672], [0.54551, -2.90696, 1.74688], [0.39538, -2.46296, 0.43369], [0.59667, -3.37564, -0.60596], [0.93834, -4.69037, -0.33784], [0.03230, -1.09491, 0.15253], [-0.25555, 0.06940, -0.02071], [4.86640, -5.87539, -0.04567], [4.64529, -5.56974, 1.67938], [3.55533, -4.79927, 0.51840], [1.02746, -4.55120, 3.03977], [0.38943, -2.20914, 2.55921], [0.46282, -3.04529, -1.62797], [1.07420, -5.39545, -1.14884]],
  "atomic_forces_ev_per_a": [[0.8, -0.2, 0.9], [0.0, 0.3, 0.1], [0.1, -0.5, -0.2], [-0.1, 0.3, -0.1], [-0.1, -0.5, 0.0], [0.0, 0.2, 0.0], [0.3, 0.2, -0.3], [-0.2, 0.0, 0.2], [0.0, 0.2, 0.0], [0.1, -0.2, -0.1], [-0.1, 0.1, 0.1], [-0.1, -0.1, -0.2], [-0.3, 0.3, 0.4], [0.2, 0.0, -0.2], [0.0, 0.2, 0.1], [-0.1, -0.2, 0.0], [0.1, 0.1, 0.0], [-0.2, -0.1, -0.1], [0.0, 0.0, 0.0], [0.0, 0.0, 0.0], [0.0, 0.0, 0.0], [0.0, 0.0, 0.0], [0.0, 0.0, 0.0], [0.0, 0.0, 0.0], [0.0, 0.0, 0.0], [0.0, 0.0, 0.0], [-0.3, 0.2, -0.3], [0.3, -0.6, 0.2], [-0.5, 0.7, -0.1], [0.4, -0.3, 0.0], [0.0, 0.1, 0.0], [-0.1, 0.0, 0.0], [0.0, 0.0, 0.2], [0.0, 0.0, 0.0], [0.1, 0.0, -0.1], [0.0, 0.1, 0.0], [0.0, 0.1, 0.0], [0.0, 0.0, 0.1], [-0.1, 0.2, -0.2], [0.0, 0.0, 0.0], [0.0, 0.0, 0.0], [0.1, -0.4, 0.2], [-0.2, 0.1, -0.4], [0.0, 0.0, 0.0], [0.0, 0.0, 0.0], [0.0, 0.0, 0.0], [0.0, 0.0, 0.0], [0.0, 0.0, 0.0], [0.0, 0.0, 0.0], [0.0, 0.0, 0.0]],
  "total_charge": 0,
  "e_above_lowest_kj_mol": 48.0
}



Entry 2:
{
  "formula": "C41H34O4S7Y",
  "method": "ωB97M-V/def2-TZVPD",
  "elements": ["Y", "C", "C", "C", "C", "C", "C", "C", "S", "O", "C", "C", "C", "C", "C", "C", "C", "C", "C", "C", "C", "C", "C", "C", "C", "C", "C", "C", "C", "C", "S", "O", "C", "C", "C", "C", "C", "C", "C", "H", "H", "H", "H", "H", "H", "H", "H", "H", "H", "H", "H", "H", "H", "H", "H", "H", "H", "H", "H", "H", "H", "H", "H", "H", "H", "O", "C", "S", "C", "C", "S", "S", "S", "O", "S", "C", "C", "C", "C", "H", "H", "H", "H", "H", "H", "H", "H"],
  "xyz": [[2.13316, 1.00108, -1.23640], [-4.79331, 3.77068, 3.82656], [-3.55573, 3.16226, 3.22910], [-2.42905, 2.91812, 4.00886], [-1.29257, 2.34405, 3.45753], [-1.29961, 1.99303, 2.11543], [-2.39913, 2.24995, 1.31080], [-3.51703, 2.83282, 1.87272], [0.17568, 1.23853, 1.49576], [0.18724, 1.51923, -0.00621], [-0.05314, -0.53071, 1.62334], [0.71533, -1.09478, 2.66847], [0.76728, -2.44452, 2.82770], [0.12292, -3.29212, 1.89800], [0.23614, -4.70182, 1.99267], [-0.38540, -5.51382, 1.09098], [-1.16679, -4.95431, 0.05579], [-1.30347, -3.60171, -0.05611], [-0.64730, -2.72589, 0.84949], [-0.76548, -1.30626, 0.73999], [-1.87570, -0.78086, -0.12690], [-3.14802, -0.67773, 0.53880], [-3.29111, -0.92854, 1.92902], [-4.49728, -0.77091, 2.54878], [-5.63398, -0.36574, 1.81940], [-5.53630, -0.14571, 0.47679], [-4.29972, -0.30217, -0.19367], [-4.20188, -0.10514, -1.59334], [-3.00758, -0.24156, -2.22258], [-1.83951, -0.54665, -1.47815], [-0.41014, -0.67988, -2.54268], [0.83069, -0.91274, -1.69450], [-0.25441, 1.02654, -3.09208], [-0.93537, 2.11316, -2.54743], [-0.67059, 3.38397, -3.02221], [0.26206, 3.60291, -4.03786], [0.58618, 4.99482, -4.49525], [0.91617, 2.50429, -4.58541], [0.66316, 1.22233, -4.12620], [-4.60001, 4.16687, 4.82147], [-5.58354, 3.02182, 3.91051], [-5.17471, 4.57776, 3.20139], [-2.43101, 3.19510, 5.05529], [-0.41053, 2.17593, 4.06409], [-2.36625, 2.00519, 0.25847], [-4.38056, 3.03662, 1.25048], [1.26191, -0.43400, 3.33149], [1.33230, -2.88229, 3.64167], [0.82392, -5.12190, 2.79988], [-0.29325, -6.58871, 1.17141], [-1.66753, -5.60572, -0.64800], [-1.91808, -3.18969, -0.84530], [-2.43495, -1.23835, 2.51157], [-4.58066, -0.96130, 3.61073], [-6.58325, -0.24566, 2.32427], [-6.40484, 0.14602, -0.10090], [-5.09362, 0.14361, -2.15477], [-2.93191, -0.10284, -3.29529], [-1.64784, 1.97294, -1.75106], [-1.19082, 4.22809, -2.58651], [-0.28837, 5.64186, -4.44448], [0.96969, 4.99688, -5.51360], [1.35557, 5.42392, -3.84961], [1.65401, 2.65109, -5.36292], [1.20133, 0.38498, -4.55748], [8.65554, 1.89581, -0.84181], [7.47192, 1.94617, -1.02554], [6.31856, 2.66713, 0.11067], [4.86071, 2.34643, -0.81732], [5.02104, 1.72167, -2.00323], [3.81241, 1.34504, -3.22813], [6.66294, 1.29912, -2.46468], [3.39616, 2.97184, -0.06457], [3.29757, -0.61591, -0.24660], [3.07141, -2.04392, 0.25412], [4.62046, -2.46870, 1.08736], [5.01675, -3.83522, 0.54853], [4.79779, -3.75153, -0.96180], [3.41458, -3.13532, -1.16286], [4.47638, -2.41584, 2.16438], [5.31146, -1.68450, 0.76905], [4.38773, -4.61656, 0.98314], [6.04962, -4.06459, 0.80703], [4.86022, -4.72901, -1.43733], [5.55750, -3.11199, -1.41308], [2.61311, -3.87448, -1.17670], [3.32270, -2.49809, -2.04241]],
  "atomic_forces_ev_per_a": [[0.7, 0.0, 0.1], [0.0, 0.0, 0.0], [0.0, 0.0, 0.0], [0.0, 0.0, 0.0], [-0.1, -0.1, 0.0], [0.0, -0.1, 0.1], [0.0, 0.0, -0.1], [0.0, 0.0, 0.0], [0.0, 0.2, 0.0], [0.2, -0.1, 0.0], [0.1, 0.1, 0.0], [0.0, 0.1, 0.0], [0.0, 0.0, 0.0], [0.0, 0.0, 0.0], [0.0, 0.0, 0.0], [0.0, 0.0, 0.0], [0.0, 0.0, 0.0], [0.0, 0.0, 0.0], [0.0, 0.0, 0.0], [-0.1, 0.1, 0.0], [0.1, -0.1, 0.0], [0.0, 0.0, 0.0], [0.0, 0.0, 0.0], [0.0, 0.0, 0.0], [0.0, 0.0, 0.0], [0.0, 0.0, 0.0], [0.0, 0.0, 0.0], [0.0, 0.0, 0.0], [0.0, 0.0, 0.0], [0.0, 0.1, 0.0], [-0.1, 0.0, 0.0], [0.0, 0.0, 0.1], [0.0, -0.1, 0.0], [0.0, 0.1, 0.0], [0.0, 0.0, 0.0], [0.0, 0.1, 0.0], [0.0, 0.0, 0.0], [0.1, 0.0, 0.0], [0.0, -0.1, 0.0], [0.0, 0.0, 0.0], [0.0, 0.0, 0.0], [0.0, 0.0, 0.0], [0.0, 0.0, 0.0], [0.0, 0.0, 0.0], [0.0, 0.0, 0.0], [0.0, 0.0, 0.0], [0.0, 0.0, 0.0], [0.0, 0.0, 0.0], [0.0, 0.0, 0.0], [0.0, 0.0, 0.0], [0.0, 0.0, 0.0], [0.0, 0.0, 0.0], [0.0, 0.0, 0.0], [0.0, 0.0, 0.0], [0.0, 0.0, 0.0], [0.0, 0.0, 0.0], [0.0, 0.0, 0.0], [0.0, 0.0, 0.0], [0.0, 0.0, 0.0], [0.0, 0.0, 0.0], [0.0, 0.0, 0.0], [0.0, 0.0, 0.0], [0.0, 0.0, 0.0], [0.0, 0.0, 0.0], [-0.1, 0.0, 0.0], [0.0, 0.0, 0.0], [0.1, 0.0, 0.0], [0.0, -0.2, 0.0], [0.0, 0.2, 0.1], [0.0, 0.0, -0.2], [-0.3, 0.1, 0.1], [0.0, -0.1, 0.1], [-0.3, -0.1, -0.1], [-0.2, 0.2, 0.1], [0.0, -0.1, -0.2], [0.0, 0.1, 0.0], [0.0, 0.0, 0.0], [0.0, 0.0, 0.0], [0.0, 0.1, 0.0], [0.0, 0.0, 0.0], [0.0, 0.0, 0.0], [0.0, 0.0, 0.0], [0.0, 0.0, 0.0], [0.0, 0.0, 0.0], [0.0, 0.0, 0.0], [0.0, 0.0, 0.0], [0.0, 0.0, 0.0]],
  "total_charge": 1,
  "e_above_lowest_kj_mol": 119.1
}